# 1
The following is a DFT calculation (ωB97M-V/def2-TZVPD) of a single C3H5NO3 molecule in a non-equilibrium geometry.

Each line ends with the Mulliken charge.
Atoms and positions in Å:
1 C -1.530 -0.246 -0.957  -0.33
2 N -0.477 0.540 -1.096  0.01
3 C 0.359 -0.480 0.857  0.70
4 C 0.452 0.568 -0.064  -0.21
5 O -0.523 -1.371 0.787  -0.69
6 O 1.330 -0.522 1.811  -0.48
7 O 1.639 1.223 -0.324  -0.51
8 H 1.069 -1.201 2.448  0.34
9 H 1.892 1.704 0.472  0.34
10 H -0.058 0.615 -2.021  0.27
11 H -2.140 -0.198 -0.074  0.24
12 H -2.014 -0.633 -1.838  0.30

multiplicity = 1
E_HOMO (spin up / spin down) = -7.2 / -7.2 eV
LUMO (spin up / spin down) = 0.39 / 0.39 eV
energy relative to the best compared isomer or geometry (same formula, charge and spin) = 3.430 eV
Kohn-Sham gap (spin up / spin down) = 7.6 / 7.6 eV



# 2
The following is a DFT calculation (ωB97M-V/def2-TZVPD) of a single C3H5NO3 molecule.

Each line ends with the Mulliken charge.
Atoms and positions in Å:
1 N -1.424 -0.902 0.173  -0.37
2 C -0.615 -0.302 1.085  0.57
3 O -0.511 -0.654 2.244  -0.60
4 C 0.155 0.914 0.554  -0.49
5 O 1.410 0.526 -0.036  -0.30
6 C 1.370 0.081 -1.289  0.22
7 O 0.376 -0.073 -1.957  -0.53
8 H -1.289 -0.713 -0.812  0.26
9 H -1.857 -1.771 0.448  0.25
10 H -0.429 1.480 -0.178  0.37
11 H 0.422 1.539 1.404  0.25
12 H 2.391 -0.126 -1.636  0.37

multiplicity = 1
E_HOMO = -10.1 eV
LUMO = 0.81 eV
energy relative to the best compared isomer or geometry (same formula, charge and spin) = 0.659 eV
Kohn-Sham gap = 10.9 eV



# 3
The following is a DFT calculation (ωB97M-V/def2-TZVPD) of 2 unconnected molecules or ions with the total composition C3H5NO3 in a non-equilibrium geometry.

Each line ends with the Mulliken charge.
Atoms and positions in Å:
1 N -1.245 -1.185 1.089  -0.58
2 C -1.279 -0.396 0.157  0.58
3 C -0.861 0.542 -0.708  -0.40
4 O -1.288 1.829 -0.680  -0.49
5 H -0.438 -1.366 1.415  0.28
6 H -0.644 0.312 -1.763  0.36
7 H -1.310 2.061 0.316  0.35
8 O 1.093 -0.545 1.313  -0.66
9 C 1.264 -0.003 0.233  0.29
10 O 1.686 -0.705 -0.825  -0.45
11 H 1.292 1.136 0.169  0.37
12 H 1.730 -1.681 -0.716  0.35

multiplicity = 1
E_HOMO = -8.7 eV
LUMO = 0.48 eV
energy relative to the best compared isomer or geometry (same formula, charge and spin) = 4.564 eV
Kohn-Sham gap = 9.2 eV



# 4
The following is a DFT calculation (ωB97M-V/def2-TZVPD) of 2 unconnected molecules or ions with the total composition C3H5NO3 in a non-equilibrium geometry.

Each line ends with the Mulliken charge.
Atoms and positions in Å:
1 C -0.306 -0.361 -0.064  0.14
2 C 0.832 0.532 0.193  -0.15
3 C 0.651 0.577 1.730  -0.37
4 N -1.048 -0.730 0.853  -0.30
5 O -0.577 -0.153 2.017  -0.23
6 O -1.470 -0.661 -3.130  -0.20
7 O -0.356 -1.166 -2.609  -0.20
8 H 1.774 0.097 -0.133  0.26
9 H 0.697 1.497 -0.299  0.23
10 H 1.463 0.070 2.256  0.23
11 H 0.533 1.588 2.122  0.24
12 H -2.194 -1.291 -2.935  0.36

multiplicity = 1
E_HOMO (spin up / spin down) = -9.6 / -9.5 eV
LUMO (spin up / spin down) = -0.79 / -0.72 eV
energy relative to the best compared isomer or geometry (same formula, charge and spin) = 9.535 eV
Kohn-Sham gap (spin up / spin down) = 8.8 / 8.7 eV



# 5
The following is a DFT calculation (ωB97M-V/def2-TZVPD) of a single C3H5NO3 molecule in a non-equilibrium geometry.

Each line ends with the Mulliken charge.
Atoms and positions in Å:
1 C -1.759 0.523 0.294  -0.76
2 C -0.951 -0.463 -0.146  -0.11
3 C 0.505 -0.078 -0.669  0.04
4 O 0.692 1.244 -0.796  -0.51
5 N 1.470 -0.730 0.364  0.93
6 O 1.494 -1.942 0.419  -0.54
7 O 2.153 0.031 1.029  -0.61
8 H -2.666 0.390 0.724  0.35
9 H -1.441 1.556 0.403  0.19
10 H -1.336 -1.562 -0.143  0.29
11 H 0.778 -0.606 -1.600  0.32
12 H 1.060 1.637 0.121  0.41

multiplicity = 1
E_HOMO = -10.5 eV
LUMO = 0.12 eV
energy relative to the best compared isomer or geometry (same formula, charge and spin) = 5.231 eV
Kohn-Sham gap = 10.7 eV



# 6
The following is a DFT calculation (ωB97M-V/def2-TZVPD) of a single C3H5NO3 molecule in a non-equilibrium geometry.

Each line ends with the Mulliken charge.
Atoms and positions in Å:
1 C -0.883 -1.083 -0.208  -1.05
2 C 0.142 0.036 -0.017  0.61
3 N 1.552 -0.294 0.312  0.95
4 O 2.258 0.634 0.711  -0.55
5 O 1.762 -1.491 0.274  -0.56
6 C -0.346 1.458 0.044  -0.50
7 O 0.242 1.165 -1.171  -0.40
8 H -1.781 -0.540 -0.578  0.34
9 H -0.957 -1.537 0.781  0.30
10 H -0.522 -1.864 -0.832  0.32
11 H -1.565 1.397 0.005  0.20
12 H 0.097 2.119 0.678  0.34

multiplicity = 1
E_HOMO = -11.0 eV
LUMO = -0.38 eV
energy relative to the best compared isomer or geometry (same formula, charge and spin) = 6.237 eV
Kohn-Sham gap = 10.6 eV



# 7
The following is a DFT calculation (ωB97M-V/def2-TZVPD) of a molecular structure, C3H5NO3S in a non-equilibrium geometry.

Each line ends with the Mulliken charge.
Atoms and positions in Å:
1 C -1.056 -0.378 0.266  0.48
2 C -0.351 -1.456 1.043  -0.44
3 C -0.139 1.484 -1.124  -1.05
4 N -0.012 0.247 -0.371  0.02
5 O -2.195 -0.173 -0.045  -0.58
6 O 2.079 -1.305 -0.444  -0.54
7 O 1.887 0.367 1.412  -0.54
8 S 1.318 -0.536 0.467  0.90
9 H -0.490 -1.473 2.128  0.30
10 H -0.452 -2.465 0.622  0.28
11 H 0.270 1.612 -2.070  0.37
12 H -1.134 1.769 -1.241  0.40
13 H 0.278 2.304 -0.644  0.39

multiplicity = 1
E_HOMO = -10.5 eV
LUMO = 0.47 eV
energy relative to the best compared isomer or geometry (same formula, charge and spin) = 2.068 eV
Kohn-Sham gap = 10.9 eV



# 8
The following is a DFT calculation (ωB97M-V/def2-TZVPD) of a single C3H5NO4 molecule in a non-equilibrium geometry.

Each line ends with the Mulliken charge.
Atoms and positions in Å:
1 C -1.985 0.370 -1.315  -0.73
2 O -0.732 -0.322 -1.390  -0.32
3 C 0.186 -0.072 -0.488  0.62
4 O -0.174 0.517 0.827  -0.51
5 N 1.360 -0.468 -0.452  -0.47
6 C 1.980 -0.181 0.867  0.88
7 O 2.766 0.709 1.020  -0.53
8 O 1.927 -1.289 1.645  -0.46
9 H -1.853 1.455 -1.350  0.33
10 H -2.534 0.068 -0.422  0.32
11 H -2.528 0.060 -2.204  0.22
12 H -1.115 0.439 1.037  0.31
13 H 2.704 -1.286 2.223  0.35

multiplicity = 1
E_HOMO = -10.2 eV
LUMO = 0.35 eV
energy relative to the best compared isomer or geometry (same formula, charge and spin) = 1.843 eV
Kohn-Sham gap = 10.5 eV



# 9
The following is a DFT calculation (ωB97M-V/def2-TZVPD) of a single C3H5NO4 molecule in a non-equilibrium geometry.

Each line ends with the Mulliken charge.
Atoms and positions in Å:
1 O -0.426 -0.952 2.621  -0.52
2 C -0.215 -0.701 1.478  0.53
3 N 0.890 0.138 1.045  -0.18
4 O 1.335 -0.054 -0.248  -0.31
5 C 0.568 1.063 -0.743  -0.02
6 O -0.733 0.638 -0.850  -0.36
7 C -1.015 -0.655 -0.878  -0.04
8 O -0.863 -1.234 0.367  -0.32
9 H 1.604 0.438 1.870  0.26
10 H 0.373 2.044 -0.152  0.23
11 H 0.937 1.635 -1.800  0.24
12 H -2.060 -0.921 -1.242  0.26
13 H -0.396 -1.437 -1.468  0.22

multiplicity = 1
E_HOMO = -10.0 eV
LUMO = 0.75 eV
energy relative to the best compared isomer or geometry (same formula, charge and spin) = 5.197 eV
Kohn-Sham gap = 10.7 eV



# 10
The following is a DFT calculation (ωB97M-V/def2-TZVPD) of a single C3H5NOS molecule in a non-equilibrium geometry.

Each line ends with the Mulliken charge.
Atoms and positions in Å:
1 C 0.493 -0.991 -0.021  0.55
2 C 0.322 0.483 -0.203  -0.56
3 C -1.012 1.088 0.277  -0.40
4 N 1.714 -1.416 -0.186  -0.64
5 O -0.462 -1.775 0.267  -0.54
6 S -2.261 -0.104 -0.040  0.06
7 H 1.215 1.075 0.157  0.36
8 H 0.458 0.738 -1.214  0.28
9 H -1.083 1.448 1.299  0.34
10 H -1.301 1.862 -0.474  0.30
11 H 1.916 -2.408 0.139  0.24

multiplicity = 1
E_HOMO (spin up / spin down) = -9.2 / -9.2 eV
LUMO (spin up / spin down) = -3.04 / -3.05 eV
energy relative to the best compared isomer or geometry (same formula, charge and spin) = 4.023 eV
Kohn-Sham gap (spin up / spin down) = 6.2 / 6.1 eV



# 11
The following is a DFT calculation (ωB97M-V/def2-TZVPD) of a molecular structure, C3H5NOS in a non-equilibrium geometry.

Each line ends with the Mulliken charge.
Atoms and positions in Å:
1 C 0.006 -0.551 -0.012  0.52
2 C 0.610 1.382 0.057  -0.30
3 C -1.363 -0.958 -0.031  -1.08
4 N 1.092 -1.149 -0.080  -0.42
5 O 1.982 1.278 -0.126  -0.35
6 S 2.500 -0.336 0.022  0.11
7 H 0.068 1.963 -0.750  0.28
8 H 0.230 1.724 1.019  0.30
9 H -1.663 -1.506 -0.892  0.33
10 H -1.958 -0.170 -0.057  0.35
11 H -1.504 -1.675 0.850  0.26

multiplicity = 1
E_HOMO = -8.2 eV
LUMO = 0.86 eV
energy relative to the best compared isomer or geometry (same formula, charge and spin) = 3.651 eV
Kohn-Sham gap = 9.0 eV



# 12
The following is a DFT calculation (ωB97M-V/def2-TZVPD) of a single C3H5NOS molecule in a non-equilibrium geometry.

Each line ends with the Mulliken charge.
Atoms and positions in Å:
1 C -1.765 -0.456 -0.176  0.35
2 C 1.285 -0.348 -0.587  -0.99
3 C 0.448 0.321 0.549  -0.65
4 N -2.405 -1.394 -0.130  -0.37
5 O -1.755 1.904 0.708  -0.53
6 S -1.021 1.131 -0.243  0.43
7 H 0.560 -0.730 -1.120  0.36
8 H 1.803 0.412 -1.160  0.31
9 H 1.885 -1.211 -0.230  0.32
10 H 0.932 0.944 1.241  0.47
11 H 0.033 -0.574 1.149  0.30

multiplicity = 1
E_HOMO = -10.3 eV
LUMO = 0.43 eV
energy relative to the best compared isomer or geometry (same formula, charge and spin) = 3.092 eV
Kohn-Sham gap = 10.8 eV



# 13
The following is a DFT calculation (ωB97M-V/def2-TZVPD) of 2 unconnected molecules or ions with the total composition C3H5NOS.

Each line ends with the Mulliken charge.
Atoms and positions in Å:
1 C -0.138 -1.487 0.439  -0.47
2 C 0.414 -0.353 0.892  -0.51
3 C 1.396 0.377 0.072  0.17
4 O 1.906 -0.056 -0.929  -0.47
5 H 0.138 -1.848 -0.536  0.25
6 H -0.849 -2.055 1.008  0.31
7 H 0.191 0.046 1.867  0.38
8 H 1.630 1.392 0.451  0.33
9 N -1.319 1.736 -1.167  -0.36
10 S -1.817 0.866 0.001  0.12
11 H -1.552 1.384 -2.098  0.26

multiplicity = 1
E_HOMO = -8.5 eV
LUMO = -0.90 eV
energy relative to the best compared isomer or geometry (same formula, charge and spin) = 3.571 eV
Kohn-Sham gap = 7.6 eV



# 14
The following is a DFT calculation (ωB97M-V/def2-TZVPD) of a single C3H5NOS molecule in a non-equilibrium geometry.

Each line ends with the Mulliken charge.
Atoms and positions in Å:
1 C -1.623 -0.851 -0.194  -0.79
2 C -1.237 0.422 -0.075  -0.13
3 C 0.218 0.842 -0.109  0.63
4 O 0.599 1.981 -0.188  -0.56
5 N 1.064 -0.186 0.146  -0.35
6 S 2.720 -0.205 -0.245  -0.13
7 H -2.672 -1.082 -0.198  0.24
8 H -0.960 -1.609 -0.478  0.33
9 H -1.982 1.204 -0.010  0.35
10 H 0.707 -0.991 0.552  0.28
11 H 3.167 0.474 0.799  0.13

multiplicity = 1
E_HOMO = -9.8 eV
LUMO = 0.46 eV
energy relative to the best compared isomer or geometry (same formula, charge and spin) = 1.421 eV
Kohn-Sham gap = 10.2 eV



# 15
The following is a DFT calculation (ωB97M-V/def2-TZVPD) of 2 unconnected molecules or ions with the total composition C3H5NOS in a non-equilibrium geometry.

Each line ends with the Mulliken charge.
Atoms and positions in Å:
1 C -0.489 1.074 -0.145  -0.81
2 C -1.005 -0.219 -0.046  0.25
3 C 0.059 -1.225 -0.006  -0.04
4 H 0.682 1.125 -0.576  0.38
5 H -1.500 1.678 -0.643  0.27
6 H -0.625 1.377 1.293  0.25
7 H -0.201 -2.258 0.247  0.38
8 H 2.640 -0.080 -0.035  0.35
9 N 1.268 -1.139 -0.192  -0.46
10 O 1.782 0.143 0.115  -0.33
11 S -2.612 -0.477 -0.011  -0.25

multiplicity = 1
E_HOMO = -8.8 eV
LUMO = -1.04 eV
energy relative to the best compared isomer or geometry (same formula, charge and spin) = 6.473 eV
Kohn-Sham gap = 7.8 eV



# 16
The following is a DFT calculation (ωB97M-V/def2-TZVPD) of a single C3H5NOS molecule in a non-equilibrium geometry.

Each line ends with the Löwdin spin population.
Atoms and positions in Å:
1 C -1.126 0.326 0.656  0.40
2 C 0.413 1.686 -0.433  0.75
3 C -0.453 -0.881 0.131  0.07
4 N -0.679 1.378 0.109  0.23
5 O 2.064 -0.230 0.700  0.04
6 S 1.125 -0.286 -0.419  0.29
7 H -2.040 0.296 1.398  0.01
8 H 0.549 2.275 -1.306  0.05
9 H -0.286 -1.709 0.896  0.02
10 H -0.907 -1.256 -0.714  0.02
11 H 1.340 -1.598 -1.018  0.13

multiplicity = 3
E_HOMO (spin up / spin down) = -6.1 / -9.3 eV
LUMO (spin up / spin down) = 0.65 / -1.47 eV
energy relative to the best compared isomer or geometry (same formula, charge and spin) = 2.760 eV
Kohn-Sham gap (spin up / spin down) = 6.8 / 7.8 eV



# 17
The following is a DFT calculation (ωB97M-V/def2-TZVPD) of 2 unconnected molecules or ions with the total composition C3H5NOS2 in a non-equilibrium geometry.

Each line ends with the Mulliken charge.
Atoms and positions in Å:
1 O -1.260 -2.381 -0.104  -0.47
2 C -1.554 -1.269 0.157  0.68
3 N -2.036 -0.227 0.478  -0.28
4 S -1.847 1.424 0.768  -0.07
5 H -3.188 1.700 0.365  0.17
6 C 1.261 0.253 -1.360  -0.72
7 C 1.459 0.285 -0.043  -0.23
8 S 1.694 -1.186 0.886  -0.21
9 H 1.285 -0.558 -1.903  0.40
10 H 1.002 1.200 -1.880  0.20
11 H 1.514 1.245 0.458  0.36
12 H 1.671 -0.485 2.178  0.16

multiplicity = 1
E_HOMO = -8.7 eV
LUMO = 0.36 eV
energy relative to the best compared isomer or geometry (same formula, charge and spin) = 2.315 eV
Kohn-Sham gap = 9.1 eV



# 18
The following is a DFT calculation (ωB97M-V/def2-TZVPD) of a single C3H5NOS2 molecule in a non-equilibrium geometry.

Each line ends with the Mulliken charge.
Atoms and positions in Å:
1 O -1.509 -1.253 -0.548  -0.58
2 C -0.091 -1.383 -0.716  -0.42
3 C 0.689 -0.138 -0.353  0.26
4 S 2.184 0.177 -0.868  -0.25
5 N -0.072 0.597 0.553  -0.15
6 C 0.243 1.753 1.259  -0.21
7 S 1.722 2.367 1.609  -0.23
8 H -1.814 -0.762 -1.310  0.32
9 H 0.189 -2.221 -0.075  0.25
10 H 0.186 -1.720 -1.735  0.35
11 H -1.071 0.394 0.603  0.34
12 H -0.657 2.188 1.582  0.32

multiplicity = 1
E_HOMO = -8.1 eV
LUMO = -0.64 eV
energy relative to the best compared isomer or geometry (same formula, charge and spin) = 1.100 eV
Kohn-Sham gap = 7.4 eV



# 19
The following is a DFT calculation (ωB97M-V/def2-TZVPD) of a molecular structure, C3H5NOS2 in a non-equilibrium geometry.

Each line ends with the Mulliken charge.
Atoms and positions in Å:
1 C -0.748 -0.190 0.351  -0.26
2 C 0.545 -1.049 0.705  -0.61
3 C -0.035 1.145 -0.310  0.40
4 H -2.495 0.180 -1.017  0.16
5 H -1.094 0.133 1.269  0.42
6 H 0.998 -0.474 1.650  0.26
7 H 0.446 -2.147 1.017  0.37
8 H 1.982 1.537 -0.844  0.37
9 N 1.065 0.574 -1.026  -0.34
10 O -0.422 2.367 -0.281  -0.59
11 S -1.934 -1.067 -0.790  -0.20
12 S 1.691 -1.009 -0.723  0.02

multiplicity = 1
E_HOMO = -9.0 eV
LUMO = 0.14 eV
energy relative to the best compared isomer or geometry (same formula, charge and spin) = 2.952 eV
Kohn-Sham gap = 9.2 eV



# 20
The following is a DFT calculation (ωB97M-V/def2-TZVPD) of a molecular structure, C3H5NOS2 in a non-equilibrium geometry.

Each line ends with the Mulliken charge.
Atoms and positions in Å:
1 C 0.243 0.914 1.536  0.19
2 C -0.626 0.932 0.287  -0.45
3 C 0.231 -1.363 -1.964  -0.25
4 H -0.247 -1.481 1.659  0.16
5 H -0.203 1.793 -0.243  0.33
6 H -1.596 1.518 0.691  0.31
7 H -0.873 -1.810 -2.577  0.27
8 H 1.504 -1.729 -2.110  0.26
9 N 0.590 -0.398 -1.004  -0.29
10 O -0.764 -0.135 -0.515  -0.16
11 S 0.716 -0.623 2.314  -0.16
12 S 1.026 2.380 1.925  -0.22

multiplicity = 1
E_HOMO = -8.7 eV
LUMO = -0.32 eV
energy relative to the best compared isomer or geometry (same formula, charge and spin) = 6.565 eV
Kohn-Sham gap = 8.4 eV



no.,energy (eV)
1,-10822.25732
2,-10825.02910
3,-10821.12374
4,-10816.15276
5,-10820.45705
6,-10819.45084
7,-21658.10947
8,-12871.03208
9,-12867.67799
10,-17561.24417
11,-17561.61668
12,-17562.17547
13,-17561.69615
14,-17563.84607
15,-17558.79427
16,-17557.91680
17,-28397.91588
18,-28399.13020
19,-28397.27880
20,-28393.66575